Record 1
Molecular formula: C48H52N4O6P2S2Tl
Method: DFT, ωB97M-V with the def2-TZVPD basis set

Summary:
Molar mass = 1111.43 g/mol
HOMO energy = -9.93 eV

ORCA input file:
```
! RIJCOSX wB97M-V def2-TZVPD def2/J DEFGRID3
* xyz 1 1
Tl 0.37 -0.26 0.00
O 3.15 -1.51 -2.63
C 4.19 -1.68 -1.81
C 5.45 -1.29 -2.29
C 6.57 -1.42 -1.51
C 6.48 -1.93 -0.21
C 5.25 -2.32 0.27
C 4.09 -2.21 -0.50
C 2.77 -2.61 0.04
O 1.74 -2.53 -0.66
N 2.82 -3.03 1.32
N 1.71 -3.39 1.94
C 1.62 -3.85 3.16
C 0.25 -4.06 3.47
C -0.47 -4.50 4.58
C -1.84 -4.54 4.48
C -2.50 -4.16 3.29
C -1.81 -3.73 2.18
C -0.43 -3.70 2.31
O 0.45 -3.29 1.35
H 2.34 -1.79 -2.15
H 5.50 -0.90 -3.30
H 7.53 -1.12 -1.91
H 7.37 -2.03 0.40
H 5.16 -2.73 1.26
H 2.52 -3.98 3.74
H 0.03 -4.79 5.49
H -2.43 -4.87 5.32
H -3.58 -4.20 3.26
H -2.29 -3.43 1.26
O 0.16 -0.70 -2.54
P -1.12 -0.92 -3.27
C -1.91 0.68 -3.67
P -1.80 1.79 -2.22
O -2.12 1.05 -0.95
C -0.18 2.57 -2.21
C 0.89 2.18 -3.00
C 2.12 2.83 -2.88
C 2.28 3.85 -1.96
C 1.21 4.25 -1.16
C -0.01 3.61 -1.28
C -2.98 3.12 -2.49
C -4.13 3.12 -1.71
C -5.08 4.13 -1.87
C -4.87 5.13 -2.82
C -3.72 5.12 -3.60
C -2.77 4.12 -3.44
C -2.31 -1.93 -2.37
C -1.85 -3.21 -2.02
C -2.67 -4.07 -1.31
C -3.95 -3.66 -0.94
C -4.40 -2.40 -1.28
C -3.58 -1.53 -1.99
C -0.83 -1.76 -4.83
C 0.49 -1.92 -5.25
C 0.75 -2.57 -6.45
C -0.30 -3.04 -7.22
C -1.61 -2.88 -6.81
C -1.88 -2.24 -5.61
H -2.96 0.55 -3.92
H -1.40 1.10 -4.53
H 0.80 1.36 -3.70
H 2.95 2.52 -3.49
H 3.23 4.35 -1.87
H 1.33 5.06 -0.45
H -0.85 3.91 -0.67
H -4.27 2.35 -0.97
H -5.97 4.14 -1.27
H -5.60 5.91 -2.94
H -3.55 5.91 -4.32
H -1.87 4.12 -4.04
H -0.85 -3.51 -2.31
H -2.31 -5.05 -1.05
H -4.59 -4.34 -0.39
H -5.39 -2.08 -0.99
H -3.95 -0.54 -2.23
H 1.29 -1.56 -4.62
H 1.77 -2.71 -6.77
H -0.09 -3.54 -8.16
H -2.43 -3.25 -7.42
H -2.91 -2.13 -5.27
C -1.91 2.35 2.39
N -1.58 2.33 3.81
C -1.59 3.64 4.43
C -0.89 1.29 4.34
S -0.07 0.19 3.35
N -0.89 1.18 5.68
C 0.02 0.26 6.35
C -2.03 1.58 6.50
H -2.82 2.93 2.26
H -2.06 1.35 2.01
H -1.11 2.82 1.80
H -1.14 4.37 3.74
H -0.99 3.64 5.34
H -2.60 3.98 4.68
H 0.97 0.22 5.82
H -0.40 -0.75 6.38
H 0.18 0.61 7.37
H -2.86 1.89 5.86
H -1.78 2.39 7.18
H -2.35 0.72 7.09
O 2.64 1.00 -0.28
S 3.49 1.97 0.50
C 4.54 0.96 1.58
C 3.75 0.72 2.86
C 3.11 2.06 3.20
C 2.46 2.53 1.90
H 5.45 1.55 1.77
H 4.80 0.07 1.01
H 4.40 0.35 3.66
H 2.97 -0.03 2.68
H 3.88 2.77 3.52
H 2.37 1.97 3.99
H 2.32 3.61 1.83
H 1.50 2.03 1.75
*
```

These are the Mulliken partial charges, in e, on atoms 1 to 2: atom 1 (Tl): 2.184, atom 2 (O): -0.533

=====

Record 2
Molecular formula: C48H54AsBr2Cl2N3O6PSc
Method: DFT, ωB97M-V with the def2-TZVPD basis set

Summary:
Molar mass = 1150.54 g/mol
HOMO energy = -7.33 eV

ORCA input file:
```
! RIJCOSX wB97M-V def2-TZVPD def2/J DEFGRID3
* xyz 0 1
Sc -0.48 0.62 0.25
C -3.36 0.44 -2.33
C -3.87 0.92 -1.01
C -5.22 1.28 -0.87
C -5.67 1.80 0.31
C -4.77 1.97 1.38
C -5.09 2.50 2.65
Br -6.86 3.13 2.98
C -4.15 2.61 3.64
C -2.85 2.20 3.41
Br -1.54 2.35 4.78
C -2.42 1.68 2.18
O -1.21 1.32 1.96
C -3.43 1.55 1.16
N -3.01 1.04 -0.02
H -4.16 0.03 -2.95
H -2.59 -0.31 -2.18
H -2.91 1.27 -2.87
H -5.89 1.16 -1.70
H -6.71 2.07 0.44
H -4.41 3.02 4.61
O 1.77 0.08 -0.11
C 2.82 0.40 0.48
C 2.98 1.58 1.25
C 4.20 1.89 1.85
C 4.34 3.03 2.59
C 3.23 3.87 2.84
C 2.02 3.58 2.28
C 1.85 2.48 1.39
O 0.79 2.31 0.71
N 5.62 3.37 3.11
O 6.54 2.61 2.90
O 5.73 4.42 3.72
H 3.69 -0.28 0.42
H 5.05 1.23 1.70
H 3.37 4.74 3.46
H 1.17 4.21 2.48
Cl -1.40 3.25 -0.92
C -1.46 4.70 0.11
Cl 0.13 5.48 0.20
H -1.76 4.39 1.11
H -2.16 5.42 -0.33
C -3.39 -3.34 0.85
C -2.64 -2.91 2.11
C -2.86 -3.94 3.22
C -3.25 -1.57 2.51
P -0.81 -2.59 1.54
N -0.72 -1.34 0.65
C 0.29 -2.51 3.14
C -0.37 -1.47 4.04
C 1.63 -1.91 2.69
C 0.53 -3.80 3.92
C -0.25 -4.15 0.50
C 1.27 -4.09 0.38
C -0.63 -5.53 1.04
C -0.82 -3.93 -0.90
H -4.47 -3.27 1.01
H -3.17 -4.37 0.57
H -3.12 -2.67 0.03
H -3.92 -4.17 3.28
H -2.55 -3.56 4.19
H -2.32 -4.87 3.03
H -4.34 -1.64 2.51
H -2.96 -0.83 1.77
H -2.95 -1.22 3.49
H -0.60 -0.59 3.44
H 0.30 -1.18 4.85
H -1.28 -1.85 4.49
H 1.41 -1.17 1.91
H 2.33 -2.65 2.32
H 2.11 -1.39 3.52
H -0.39 -4.24 4.29
H 1.16 -3.57 4.79
H 1.05 -4.55 3.33
H 1.77 -4.40 1.29
H 1.59 -3.08 0.12
H 1.60 -4.77 -0.41
H -0.22 -5.69 2.03
H -0.23 -6.30 0.38
H -1.71 -5.66 1.09
H -0.87 -2.86 -1.09
H -1.81 -4.36 -1.02
H -0.17 -4.39 -1.66
O -0.34 0.56 -1.77
As 1.05 0.88 -2.58
C 0.53 0.85 -4.46
C -0.23 -0.26 -4.81
C -0.61 -0.47 -6.12
C -0.21 0.42 -7.10
C 0.54 1.53 -6.76
C 0.92 1.75 -5.45
C 1.84 2.65 -2.33
C 3.07 2.88 -1.74
C 3.53 4.18 -1.61
C 2.78 5.24 -2.08
C 1.55 5.01 -2.67
C 1.08 3.72 -2.80
C 2.45 -0.46 -2.71
C 2.27 -1.76 -2.26
C 3.29 -2.68 -2.42
C 4.48 -2.31 -3.04
C 4.64 -1.01 -3.51
C 3.63 -0.09 -3.34
H -0.53 -0.94 -4.01
H -1.20 -1.34 -6.38
H -0.48 0.25 -8.13
H 0.84 2.23 -7.53
H 1.52 2.62 -5.19
H 3.66 2.05 -1.37
H 4.49 4.37 -1.15
H 3.14 6.25 -1.98
H 0.95 5.83 -3.04
H 0.12 3.51 -3.26
H 1.33 -2.01 -1.78
H 3.18 -3.68 -2.04
H 5.28 -3.03 -3.15
H 5.57 -0.72 -3.99
H 3.74 0.93 -3.70
*
```

These are the Mulliken partial charges, in e, on atoms 1 to 2: atom 1 (Sc): -1.060, atom 2 (C): -1.305